Below is C19H22N4O as an isolated structure at a distorted geometry, with properties calculated with the ωB97M-V functional and the def2-TZVPD basis.

Geometry as ORCA input:
```
! wB97M-V def2-TZVPD RIJCOSX def2/J DEFGRID3
* xyz 0 1
C -5.97 -1.76 0.59
C -4.87 -0.66 0.37
C -3.59 -0.81 -0.12
C -2.77 0.13 -0.23
N -1.56 -0.29 -0.83
C -0.76 0.77 -0.74
N 0.42 0.43 -1.15
H 1.19 1.30 -1.41
C 0.87 -0.77 -1.68
H 0.13 -1.37 -2.06
H 1.71 -0.57 -2.25
C 1.22 -1.44 -0.39
N 2.39 -1.02 0.31
C 3.71 -1.02 0.26
O 4.06 -2.04 -0.60
C 4.53 -0.18 1.07
H 4.36 -0.27 2.05
C 4.66 1.20 0.37
H 4.39 2.19 0.81
H 4.24 1.33 -0.59
C 6.18 1.13 0.20
H 6.59 1.41 -0.51
H 6.70 1.87 1.10
C 6.04 -0.29 0.88
H 6.28 -0.87 -0.35
H 6.77 -0.62 1.56
H 2.13 -0.20 0.93
H 0.49 -1.47 0.33
H 1.62 -2.56 -0.44
C -0.96 2.17 -0.32
C -2.24 2.61 0.03
C -3.24 1.45 0.05
C -4.48 1.74 0.67
C -5.42 0.53 0.72
H -6.43 0.77 1.12
H -4.76 2.90 0.98
H -2.47 3.51 0.21
C 0.03 3.19 -0.20
N 0.89 3.95 -0.51
C -3.45 -2.16 -0.40
H -3.33 -3.04 0.51
H -2.44 -2.19 -0.61
H -4.07 -2.71 -1.26
H -7.02 -1.53 0.92
H -5.75 -2.47 1.10
H -6.04 -2.29 -0.48
*
```

Properties
Electronic energy ... -28054.69770 eV
Frontier orbital gap ... 7.6966 eV
ΔE to the lowest compared entry with this formula, charge and spin ... 1388.14 kJ/mol
HOMO energy ... -0.304 Eh

Here are the natural (NBO) charges for atoms 1 to 5, given in e: -0.58 0.05 -0.16 0.20 -0.53

Below is one molecule with the formula C19H22N4O2 at a distorted geometry, with properties calculated with the ωB97M-V functional and the def2-TZVPD basis.

Geometry as ORCA input:
```
! wB97M-V def2-TZVPD RIJCOSX def2/J DEFGRID3
* xyz 0 1
C 0.64 4.84 2.73
O 1.05 3.55 2.23
C 0.52 3.10 1.04
C -0.25 3.89 0.13
C -0.80 3.36 -1.02
C -1.72 4.23 -1.85
C -0.55 2.02 -1.33
N -0.99 1.57 -2.53
C -0.68 0.35 -2.90
N -0.98 -0.29 -4.10
N -0.52 -1.59 -4.16
C 0.02 -1.81 -3.01
C 0.54 -3.18 -2.63
C 0.02 -0.57 -2.14
C 0.49 -0.15 -0.88
C 1.28 -1.08 0.03
N 0.53 -1.58 1.19
C -0.92 -2.01 0.96
C -0.96 -3.39 1.67
C 0.43 -3.97 1.42
C 1.08 -2.70 1.95
C 0.40 -2.65 3.34
O -0.92 -3.15 3.09
C 0.25 1.19 -0.46
C 0.74 1.75 0.71
H 1.12 4.97 3.73
H 0.96 5.64 2.06
H -0.46 4.91 2.85
H -0.37 4.95 0.32
H -1.63 5.27 -1.59
H -1.48 4.09 -2.91
H -2.77 3.93 -1.74
H -1.40 0.24 -4.85
H 0.27 -3.37 -1.61
H 1.63 -3.09 -2.68
H 0.07 -3.96 -3.25
H 2.13 -0.53 0.38
H 1.63 -1.93 -0.56
H -1.60 -1.28 1.41
H -1.16 -2.16 -0.08
H -1.75 -4.05 1.36
H 0.67 -4.82 2.04
H 0.73 -4.18 0.40
H 2.18 -2.73 2.01
H 0.98 -3.19 4.10
H 0.27 -1.62 3.67
H 1.29 1.19 1.46
*
```

Properties
Electronic energy ... -30113.86087 eV
Frontier orbital gap ... 7.3718 eV
ΔE to the lowest compared entry with this formula, charge and spin ... 312.16 kJ/mol
SMILES ... COc1cc(C)c2nc3[nH]nc(C)c3c(CN3C[C@H]4C[C@@H]3CO4)c2c1
HOMO energy ... -0.279 Eh

Here are the natural (NBO) charges for atoms 1 to 5, given in e: -0.26 -0.50 0.31 -0.26 0.01

Below is one molecule with the formula C19H22N4O3S at a distorted geometry, with properties calculated with the ωB97M-V functional and the def2-TZVPD basis.

Geometry as ORCA input:
```
! wB97M-V def2-TZVPD RIJCOSX def2/J DEFGRID3
* xyz 0 1
O 3.46 4.68 0.42
C 3.14 3.54 0.16
N 4.08 2.54 0.14
N 3.75 1.25 0.01
C 4.62 0.33 0.06
C 4.22 -1.05 -0.08
C 5.16 -2.08 -0.08
C 4.72 -3.39 -0.21
C 3.36 -3.62 -0.35
N 2.46 -2.65 -0.35
C 2.87 -1.41 -0.23
C 1.75 3.09 -0.12
C 0.72 3.50 0.73
C -0.57 3.05 0.53
C -0.83 2.20 -0.53
S -2.49 1.55 -0.72
O -3.44 2.58 -0.44
O -2.56 0.88 -2.00
N -2.50 0.48 0.56
C -1.67 -0.69 0.36
C -2.33 -1.85 -0.40
C -3.41 -2.55 0.42
C -4.80 -1.91 0.32
C -4.82 -0.38 0.28
C -3.79 0.30 1.19
C 0.17 1.83 -1.42
C 1.46 2.27 -1.21
H 5.05 2.81 0.33
H 5.69 0.54 0.20
H 6.21 -1.86 0.03
H 5.42 -4.21 -0.21
H 2.97 -4.62 -0.46
H 2.11 -0.64 -0.23
H 0.96 4.17 1.55
H -1.38 3.34 1.17
H -0.79 -0.35 -0.19
H -1.35 -1.05 1.35
H -2.74 -1.47 -1.34
H -1.54 -2.56 -0.64
H -3.09 -2.58 1.46
H -3.50 -3.59 0.08
H -5.30 -2.28 -0.58
H -5.39 -2.26 1.18
H -5.82 -0.04 0.56
H -4.63 -0.03 -0.73
H -4.14 1.31 1.43
H -3.65 -0.26 2.12
H -0.09 1.20 -2.25
H 2.25 1.97 -1.89
*
```

Properties
Electronic energy ... -42997.14475 eV
Frontier orbital gap ... 8.8783 eV
ΔE to the lowest compared entry with this formula, charge and spin ... 274.21 kJ/mol
SMILES ... O=C(N/N=C/c1cccnc1)c1ccc(S(=O)(=O)N2CCCCCC2)cc1
HOMO energy ... -0.331 Eh

Here are the natural (NBO) charges for atoms 1 to 5, given in e: -0.57 0.66 -0.43 -0.21 0.03

Below is C19H22N4O4S as an isolated structure at a distorted geometry, with properties calculated with the ωB97M-V functional and the def2-TZVPD basis.

Geometry as ORCA input:
```
! wB97M-V def2-TZVPD RIJCOSX def2/J DEFGRID3
* xyz 0 1
C -4.06 3.59 -0.51
H -3.88 4.65 -0.80
O -2.71 3.29 -0.08
C -2.77 1.79 0.21
C -1.36 1.36 0.51
N -1.15 0.11 1.16
C -1.97 -1.05 1.40
N -1.19 -1.91 1.53
N 0.04 -1.49 1.72
C 0.19 -0.29 1.48
C 1.33 0.69 1.51
C 2.48 0.01 1.77
O 3.61 0.61 1.61
C 3.07 2.03 1.28
C 1.70 1.80 0.95
H 0.99 2.55 0.84
H 3.76 2.59 1.11
C 2.86 -1.49 2.48
H 2.46 -1.50 3.27
H 3.93 -1.48 2.69
H 2.51 -2.20 1.61
S -3.68 -1.02 0.94
C -3.29 -2.01 -0.68
C -2.30 -1.34 -1.37
O -2.53 -0.26 -2.47
N -0.90 -1.84 -1.35
C 0.25 -1.38 -1.58
C 0.35 0.22 -2.20
C 1.45 0.66 -2.16
C 2.74 0.05 -1.73
C 2.64 -1.07 -1.30
C 1.37 -1.84 -1.26
H 1.38 -2.75 -0.66
H 3.48 -1.81 -0.91
O 3.81 0.76 -1.93
C 5.09 0.47 -1.43
H 5.84 1.02 -1.84
H 5.01 0.10 -0.12
H 5.29 -0.61 -1.98
H 1.49 1.80 -2.62
H -0.50 0.46 -2.38
H -1.02 -2.61 -0.53
H -4.34 -2.18 -1.21
H -3.04 -3.27 -0.40
H -1.24 2.30 1.39
H -0.58 1.69 -0.21
H -3.45 1.46 1.08
H -2.95 1.09 -0.62
H -4.90 3.50 0.01
H -4.45 3.12 -1.48
*
```

Properties
Electronic energy ... -45024.67095 eV
Frontier orbital gap ... 7.0257 eV
ΔE to the lowest compared entry with this formula, charge and spin ... 2251.32 kJ/mol
HOMO energy ... -0.293 Eh

Here are the natural (NBO) charges for atoms 1 to 5, given in e: -0.26 0.19 -0.52 -0.12 -0.23